[1]
Below is a gas-phase ion, C5H11O2 (charge -1) in a non-equilibrium geometry, with properties calculated with ωB97M-V with the def2-TZVPD basis set.

HOMO-LUMO gap (eV): 5.678
Multiplicity: 1
Energy above the lowest of the compared OMol25 structures with the same formula, charge and spin (kcal/mol): 57.0
LUMO (eV): 3.475
Total charge: -1
Molar mass (g mol⁻¹): 103.1
SMILES: [O-]CCCCCO

Structure (XYZ):
```
18
Properties=species:S:1:pos:R:3:mulliken_charge:R:1
O 2.891 -0.142 -1.568 -0.8655
C 1.909 0.250 -0.770 -0.2581
C 1.175 -0.895 -0.008 -0.5934
C 0.174 -0.434 1.046 -0.5367
C -0.699 0.782 0.681 -0.6461
C -1.683 0.497 -0.435 -0.5378
O -2.659 -0.468 -0.009 -0.5286
H 1.081 0.793 -1.311 -0.0136
H 2.195 0.946 0.075 0.1095
H 1.959 -1.432 0.523 0.3323
H 0.742 -1.584 -0.735 0.2882
H -0.424 -1.283 1.375 0.2833
H 0.727 -0.104 1.930 0.2996
H -0.045 1.590 0.380 0.3546
H -1.251 1.038 1.591 0.3760
H -1.135 0.109 -1.290 0.3810
H -2.187 1.421 -0.741 0.2414
H -2.771 -1.084 -0.735 0.3139
```

***

[2]
Below is 2 unconnected molecules or ions with the total composition C17H28Br2NO5S in a non-equilibrium geometry, with properties calculated with ωB97M-V with the def2-TZVPD basis set.

HOMO-LUMO gap (eV): 5.672
Multiplicity: 1
LUMO (eV): -5.861
Total charge: +1
Molar mass (g mol⁻¹): 518.3

Structure (XYZ):
```
54
Properties=species:S:1:pos:R:3:mulliken_charge:R:1
C 3.594 2.616 1.669 -1.0414
C 3.679 2.066 0.115 0.1280
C 2.652 2.865 -0.883 -0.8668
C 3.543 0.414 -0.006 -0.0245
C 3.618 -0.016 -1.587 -1.1340
C 2.258 -0.187 0.817 -0.4110
O 1.237 -0.845 -0.063 -0.4450
C 0.062 -0.967 0.862 0.0094
C 0.088 -2.110 2.072 -0.0987
N -1.053 -2.274 3.090 -0.0443
C -2.295 -1.359 3.058 0.3033
O -3.404 -1.452 4.044 -0.4431
C -2.438 -0.214 1.893 -0.3721
C -1.251 0.012 0.772 0.5044
C -1.443 1.186 -0.356 0.4228
O -0.670 1.369 -1.439 -0.4902
O -2.623 2.093 -0.163 -0.2376
C -3.672 1.799 -1.151 -0.1200
Br -5.211 0.724 -0.422 -0.1281
C -4.317 3.225 -1.689 -0.2378
C -3.811 4.546 -0.847 -0.9220
Br -3.900 3.448 -3.667 -0.1356
H 3.514 1.706 2.437 0.2006
H 4.544 3.253 1.915 0.3072
H 2.634 3.304 1.817 0.2499
H 4.787 2.315 -0.251 0.4990
H 3.276 3.387 -1.741 0.2147
H 1.812 2.172 -1.360 0.0396
H 2.122 3.737 -0.289 0.3029
H 4.515 -0.012 0.541 0.3559
H 4.017 -1.131 -1.740 0.3175
H 2.633 0.177 -2.199 0.2177
H 4.454 0.674 -2.086 0.3420
H 2.662 -1.033 1.552 0.1335
H 1.641 0.639 1.418 0.4187
H 0.998 -2.855 2.202 0.3468
H -0.972 -3.039 3.826 0.3552
H -4.164 -0.943 3.614 0.3732
H -3.387 0.491 1.879 0.1958
H -3.216 1.190 -2.070 0.4441
H -5.488 3.178 -1.572 0.4313
H -2.686 4.816 -1.112 0.2859
H -4.534 5.455 -1.119 0.3574
H -3.926 4.351 0.321 0.2388
C -0.292 -6.120 -1.676 -0.9230
S 0.700 -5.191 -0.482 0.4889
O 0.011 -5.286 0.847 -0.6259
C 0.340 -3.555 -1.165 -0.0648
H -0.244 -7.180 -1.416 0.3451
H -1.332 -5.787 -1.640 0.3009
H 0.114 -5.977 -2.681 0.3428
H -0.738 -3.376 -1.160 0.3140
H 0.726 -3.492 -2.185 0.4971
H 0.835 -2.805 -0.544 -0.5180
```

***

[3]
Below is a molecular structure, C17H19N4OPdS2 in a non-equilibrium geometry, with properties calculated with ωB97M-V with the def2-TZVPD basis set.

HOMO-LUMO gap (alpha / beta) (eV): 7.673 / 6.381
Multiplicity: 3
LUMO (alpha / beta) (eV): -3.328 / -4.627
Total charge: +1
Molar mass (g mol⁻¹): 465.9

Structure (XYZ):
```
44
Properties=species:S:1:pos:R:3:lowdin_spin:R:1
Pd -0.191 -2.176 -0.494 1.3155
N -2.126 -1.264 -4.244 0.0153
C -1.364 -1.374 -3.152 0.0339
S -1.426 -2.930 -2.326 0.2319
N -0.628 -0.338 -2.830 0.0381
N 0.098 -0.446 -1.727 0.1704
C 1.098 0.314 -1.439 0.0230
C 1.579 1.399 -2.320 0.0064
C 2.926 1.469 -2.670 0.0014
C 3.373 2.489 -3.494 0.0005
C 2.486 3.450 -3.958 0.0000
C 1.146 3.386 -3.602 0.0002
C 0.687 2.360 -2.793 0.0003
C 1.736 0.067 -0.127 0.0063
C 2.508 1.047 0.491 0.0006
C 3.030 0.805 1.749 0.0005
C 2.793 -0.418 2.355 0.0011
C 2.035 -1.354 1.676 0.0068
N 1.514 -1.120 0.472 0.0418
H -2.684 -2.042 -4.544 0.0017
H -2.079 -0.431 -4.805 0.0006
H 3.616 0.717 -2.306 0.0001
H 4.417 2.532 -3.776 0.0001
H 2.839 4.245 -4.600 0.0000
H 0.455 4.139 -3.958 0.0000
H -0.358 2.295 -2.524 0.0001
H 2.676 1.983 -0.021 0.0003
H 3.619 1.562 2.250 0.0000
H 3.192 -0.652 3.333 0.0002
H 1.854 -2.337 2.090 0.0015
O -1.566 -1.504 1.125 0.0825
S -1.334 -1.711 2.612 0.0102
C -1.884 -0.158 3.398 0.0033
C -3.385 -0.301 3.609 0.0006
C -3.577 -1.721 4.135 0.0007
C -2.815 -2.630 3.176 0.0033
H -1.590 0.653 2.734 0.0000
H -1.347 -0.080 4.344 0.0003
H -3.904 -0.179 2.657 0.0002
H -3.761 0.447 4.305 0.0001
H -4.628 -2.001 4.187 0.0002
H -3.160 -1.801 5.142 0.0000
H -3.367 -2.816 2.255 0.0001
H -2.504 -3.575 3.617 0.0002
```

***

[4]
Below is H9N3Si2 in the gas phase in a non-equilibrium geometry, with properties calculated with ωB97M-V with the def2-TZVPD basis set.

HOMO-LUMO gap (eV): 9.934
Multiplicity: 1
Energy above the lowest of the compared OMol25 structures with the same formula, charge and spin (kcal/mol): 18.0
LUMO (eV): 0.760
Total charge: 0
Molar mass (g mol⁻¹): 107.3
SMILES: N[SiH](N)N[SiH3]

Structure (XYZ):
```
14
Properties=species:S:1:pos:R:3:mulliken_charge:R:1
N 0.524 -0.050 -2.227 -0.4213
Si -0.265 -0.307 -0.748 0.0761
N -1.772 0.386 -0.505 -0.4833
N 0.880 0.146 0.426 -0.1336
Si 0.620 0.091 2.128 0.1553
H 0.775 1.032 -2.256 0.2528
H 0.354 -0.348 -3.149 0.2085
H -0.255 -2.059 -0.479 -0.1313
H -2.296 0.700 -1.275 0.2589
H -2.367 -0.177 0.033 0.2119
H 1.890 0.240 0.018 0.3184
H 1.009 1.313 2.875 -0.1139
H 1.705 -0.946 2.649 -0.0834
H -0.803 -0.023 2.508 -0.1150
```

***

[5]
Below is a molecular structure, C15H24BrHfN2O7SSb in a non-equilibrium geometry, with properties calculated with ωB97M-V with the def2-TZVPD basis set.

HOMO-LUMO gap (eV): 6.729
Multiplicity: 1
Energy above the lowest of the compared OMol25 structures with the same formula, charge and spin (kcal/mol): 0.0
LUMO (eV): -1.599
Total charge: 0
Molar mass (g mol⁻¹): 756.6

Structure (XYZ):
```
52
Properties=species:S:1:pos:R:3:mulliken_charge:R:1
Hf -0.032 0.206 -0.407 0.8711
C -4.272 1.691 -0.407 -1.5696
C -2.945 0.958 -0.407 0.6086
N -1.813 1.534 -0.407 0.1570
O -1.600 2.873 -0.407 -0.4571
C -2.932 -0.557 -0.407 0.7062
C -4.197 -1.386 -0.407 -1.4093
N -1.806 -1.117 -0.407 0.4087
O -1.646 -2.457 -0.407 -0.6286
H -4.214 2.791 -0.407 0.3212
H -4.846 1.402 0.498 0.3589
H -4.846 1.402 -1.312 0.3722
H -2.300 3.537 -0.407 0.3820
H -5.117 -0.771 -0.407 0.3544
H -4.218 -2.030 0.497 0.2965
H -4.218 -2.030 -1.311 0.3099
C -0.358 -0.373 4.213 -1.0993
S 0.301 0.797 3.060 1.1768
O 1.725 0.813 3.385 -0.6673
O -0.423 2.023 3.385 -0.6770
O -0.032 0.206 1.766 -0.2902
H -0.159 -0.019 5.227 0.3777
H 0.125 -1.339 4.051 0.3293
H -1.435 -0.460 4.051 0.3031
C -0.121 4.602 0.712 -1.1832
Sb 0.892 3.052 -0.407 0.8246
C 2.859 3.631 0.284 -1.1977
C 1.014 4.231 -2.217 -1.2061
H 0.397 5.571 0.562 0.4115
H -0.114 4.343 1.790 0.3677
H -1.169 4.686 0.358 0.2935
H 2.975 4.731 0.204 0.3578
H 3.630 3.132 -0.338 0.3631
H 2.982 3.324 1.343 0.3648
H 1.369 5.254 -1.974 0.3203
H 0.011 4.290 -2.686 0.3473
H 1.725 3.752 -2.921 0.3732
Br 3.525 -8.039 -1.223 -0.2001
C 2.934 -6.242 -1.216 0.1007
C 1.897 -5.859 -0.368 -0.5024
C 1.462 -4.531 -0.365 -0.3199
C 2.056 -3.574 -1.206 0.1499
C 3.100 -3.986 -2.052 -0.2576
C 3.539 -5.312 -2.059 -0.4550
C 1.581 -2.132 -1.200 0.5052
O 2.169 -1.327 -1.990 -0.6938
O 0.632 -1.839 -0.407 -0.7297
H 1.419 -6.575 0.292 0.4075
H 0.652 -4.224 0.295 0.3822
H 3.568 -3.253 -2.708 0.4012
H 4.347 -5.600 -2.723 0.4020
H 1.930 0.206 -0.407 -0.1627
```

***

[6]
Below is C2H4OS2 in the gas phase in a non-equilibrium geometry, with properties calculated with ωB97M-V with the def2-TZVPD basis set.

HOMO-LUMO gap (eV): 7.410
Multiplicity: 1
Energy above the lowest of the compared OMol25 structures with the same formula, charge and spin (kcal/mol): 80.6
LUMO (eV): -0.339
Total charge: 0
Molar mass (g mol⁻¹): 108.2

Structure (XYZ):
```
9
Properties=species:S:1:pos:R:3:mulliken_charge:R:1
C -0.943 0.666 -0.159 0.1907
C -2.120 -0.222 -0.098 -0.5908
O 3.674 0.262 0.126 -0.4696
S 0.603 0.766 -0.312 -0.1117
S 2.507 -0.822 -0.301 -0.1309
H -2.200 -0.695 -1.159 0.2338
H -3.009 0.475 0.211 0.2143
H -2.183 -0.991 0.616 0.3233
H 3.670 0.561 1.076 0.3409
```

***

[7]
Below is C4H6O2 in the gas phase, with properties calculated with ωB97M-V with the def2-TZVPD basis set.

HOMO-LUMO gap (eV): 10.604
Multiplicity: 1
Energy above the lowest of the compared OMol25 structures with the same formula, charge and spin (kcal/mol): 43.9
LUMO (eV): 0.756
Total charge: 0
Molar mass (g mol⁻¹): 86.1
SMILES: O=CC1(O)CC1

Structure (XYZ):
```
12
Properties=species:S:1:pos:R:3:mulliken_charge:R:1
O 2.357 -0.774 0.180 -0.4734
C 1.597 0.159 0.152 -0.1832
C 0.190 0.191 -0.341 0.8450
O -0.040 1.326 -1.127 -0.5405
C -0.739 -0.968 -0.504 -0.4863
C -0.772 -0.152 0.762 -0.7706
H 1.843 1.149 0.592 0.2798
H -0.647 1.915 -0.668 0.3518
H -0.386 -1.991 -0.422 0.2417
H -1.516 -0.801 -1.243 0.2312
H -0.349 -0.639 1.637 0.2385
H -1.538 0.586 0.982 0.2659
```

***

[8]
Below is 2 unconnected molecules or ions with the total composition CH4N4S in a non-equilibrium geometry, with properties calculated with ωB97M-V with the def2-TZVPD basis set.

HOMO-LUMO gap (eV): 9.732
Multiplicity: 1
Energy above the lowest of the compared OMol25 structures with the same formula, charge and spin (kcal/mol): 46.0
LUMO (eV): 0.867
Total charge: 0
Molar mass (g mol⁻¹): 104.1
SMILES: N#[N+][S-].[H]/N=N\C

Structure (XYZ):
```
10
Properties=species:S:1:pos:R:3:mulliken_charge:R:1
N -2.715 0.554 1.055 -0.1667
N -2.600 -0.464 0.595 0.2727
S -2.479 -1.878 0.090 -0.1161
H 0.605 1.838 -0.575 0.1948
N -0.251 1.198 -0.384 -0.3672
N 0.197 0.097 -0.169 0.0981
C 1.572 -0.288 -0.125 -0.7062
H 2.189 0.595 -0.112 0.2986
H 1.717 -0.938 0.819 0.2290
H 1.765 -0.714 -1.194 0.2629
```

***

Question: What is the multiplicity in the third record?
Answer: 3

***

Question: What is the multiplicity in the seventh record?
Answer: 1

***

Question: What is the formula in the second record?
Answer: C17H28Br2NO5S